{
  "formula": "C3H9FO",
  "method": "ωB97M-V with the def2-TZVPD basis set",
  "total_charge": 0,
  "homo_lumo_gap_ev": 11.9310,
  "de_lowest_kcal_mol": 2.2,
  "smiles": "CCCF.O",
  "species": ["C", "C", "C", "F", "H", "H", "H", "H", "H", "H", "H", "O", "H", "H"],
  "coordinates": [[0.00, 0.00, 0.00], [-1.03, 0.01, 1.14], [-1.39, 1.44, 1.56], [-2.06, 2.01, 0.59], [0.85, 0.66, 0.24], [-0.49, 0.38, -0.91], [0.38, -1.01, -0.20], [-1.93, -0.55, 0.82], [-0.53, -0.58, 1.94], [-0.49, 2.05, 1.76], [-2.00, 1.43, 2.48], [-3.82, 1.66, -1.27], [-3.04, 2.05, -0.82], [-4.57, 2.24, -1.02]]
}